Record 1
Here is 8 unconnected molecules or ions with the total composition C12H40O14 at a distorted geometry from the OMol25 dataset. Energies are from ωB97M-V/def2-TZVPD.

Structure (XYZ):
```
66
Properties=species:S:1:pos:R:3:forces:R:3:lowdin_charge:R:1
O 12.096 21.898 -19.245 -2.015 -0.870 -1.293 -0.017
H 11.960 21.272 -18.543 0.058 -0.390 0.640 -0.008
H 12.814 22.431 -19.029 1.887 1.247 0.710 -0.007
O 12.593 18.998 -18.171 0.539 -0.291 1.073 -0.045
H 12.913 18.094 -17.979 0.413 0.645 0.003 0.008
H 12.036 18.873 -18.928 -0.645 0.177 -1.303 0.009
C 15.530 16.282 -21.532 -1.473 -0.321 -2.224 -0.246
C 14.381 17.226 -21.150 2.351 -0.431 -1.395 -0.240
O 14.629 18.502 -21.697 -2.488 -0.405 -0.922 -0.019
O 15.472 15.058 -20.818 0.105 -0.182 -0.513 -0.065
H 16.527 16.697 -21.436 0.076 0.638 0.220 0.117
H 15.328 16.128 -22.631 0.654 -0.228 0.722 0.135
H 14.461 17.269 -20.155 0.022 0.535 4.330 0.048
H 13.416 16.788 -21.295 -0.631 0.156 -1.131 0.123
H 15.522 18.714 -21.542 1.646 0.417 0.373 0.058
H 15.951 14.450 -21.402 -0.268 -0.141 0.604 0.091
C 15.379 18.322 -13.899 -0.606 -0.011 -3.026 -0.294
C 13.895 18.117 -14.215 -1.165 0.184 -0.048 -0.238
O 13.096 18.761 -13.219 0.946 0.335 1.139 -0.089
O 15.734 17.519 -12.837 2.732 -1.019 0.524 -0.061
H 15.657 19.377 -13.702 -0.586 -0.301 -0.258 0.118
H 15.911 18.040 -14.862 -0.216 0.222 0.955 0.120
H 13.489 17.098 -14.427 1.146 -0.228 1.327 0.125
H 13.514 18.465 -15.165 0.829 1.347 -0.642 0.088
H 13.742 19.099 -12.544 -1.229 -0.540 -0.804 0.101
H 16.729 17.422 -12.952 -1.903 -0.059 0.791 0.131
C 9.562 19.297 -20.292 0.699 0.848 1.214 -0.189
C 8.743 18.489 -19.274 -1.165 -0.308 -4.785 -0.251
O 7.402 18.901 -19.201 -0.396 0.335 0.522 -0.035
O 10.856 18.702 -20.563 -0.895 -0.949 0.195 -0.086
H 9.753 20.317 -19.882 0.156 -0.791 -0.126 0.135
H 9.000 19.492 -21.180 -0.361 -0.326 -0.992 0.105
H 9.196 18.581 -18.398 1.477 0.560 4.125 0.037
H 8.810 17.439 -19.562 -0.101 -0.464 -0.209 0.120
H 6.992 19.076 -20.059 0.511 -0.222 0.099 0.094
H 10.715 17.738 -20.741 0.077 1.211 0.074 0.106
C 15.491 20.712 -17.082 -2.579 -0.396 -0.807 -0.257
C 15.789 19.323 -17.643 0.938 2.044 1.836 -0.244
O 17.190 19.196 -17.634 1.002 -1.357 1.806 -0.061
O 15.858 20.817 -15.763 0.638 0.808 2.938 -0.077
H 14.414 20.893 -17.081 -0.301 -0.171 -0.714 0.110
H 15.944 21.487 -17.664 0.605 0.315 -0.734 0.114
H 15.417 19.223 -18.591 -0.565 0.284 -2.846 0.082
H 15.265 18.535 -17.164 -0.316 -0.716 1.318 0.080
H 17.432 19.008 -16.675 -0.244 0.516 -1.903 0.113
H 15.391 21.568 -15.306 0.750 -1.242 -0.990 0.130
C 12.636 15.710 -17.741 -0.923 -1.667 0.581 -0.242
C 11.325 16.366 -17.465 0.097 -1.657 1.659 -0.260
O 10.416 15.302 -17.430 -1.035 -0.609 -0.333 -0.033
O 13.675 16.577 -17.671 0.247 2.948 0.626 -0.049
H 12.580 15.434 -18.753 -0.268 -1.336 -1.428 0.114
H 12.746 14.835 -17.084 0.022 0.151 -0.191 0.150
H 11.120 16.966 -18.271 -0.726 1.979 -1.700 0.072
H 11.268 16.881 -16.522 0.296 0.651 0.345 0.113
H 9.547 15.631 -17.700 0.204 -0.120 0.316 0.094
H 14.485 16.166 -17.511 1.919 -1.047 0.268 0.091
C 9.943 19.891 -15.500 -0.811 -1.676 -1.653 -0.162
C 8.658 19.031 -15.541 0.763 0.529 2.445 -0.229
O 9.053 17.701 -15.516 -0.977 -1.565 -2.139 -0.049
O 10.356 19.958 -16.894 1.556 -0.524 0.953 -0.108
H 10.667 19.320 -14.918 0.249 0.044 0.098 0.104
H 9.860 20.828 -15.004 -0.252 1.141 -0.165 0.103
H 8.093 19.144 -16.402 -0.852 0.722 -1.824 0.086
H 7.969 19.127 -14.700 0.032 0.828 0.306 0.118
H 9.662 17.638 -14.829 1.554 -0.620 1.868 0.047
H 11.146 19.338 -17.029 -1.202 1.361 0.096 0.067
```
Positions in Å, forces in eV/Å.

The HOMO energy comes out at -9.7 eV. The calculation puts the orbital gap at 0.3651 hartree. The calculation puts the LUMO energy at 0.239 eV. The SMILES is OCCO.OCCO.OCCO.OCCO.OCCO.OCCO.O.O. The energy relative to the best compared isomer or geometry (same formula, charge and spin) comes out at 90.8 kcal/mol.



Record 2
Here is 2 unconnected molecules or ions with the total composition CH4OS2 at a distorted geometry from the OMol25 dataset. Energies are from ωB97M-V/def2-TZVPD.

Structure (XYZ):
```
8
Properties=species:S:1:pos:R:3:forces:R:3:lowdin_charge:R:1
C 0.958 -0.853 0.104 -1.625 -0.962 0.231 -0.353
O 1.360 0.407 0.368 -0.368 0.541 -0.613 -0.291
S -1.752 0.814 -0.422 -0.600 0.131 -0.407 0.325
S -0.306 2.051 -0.733 1.651 -1.285 0.759 0.301
H 1.597 -1.641 -0.396 0.018 1.459 -0.093 0.095
H 0.009 -0.744 -0.503 0.153 -0.381 -0.270 -0.005
H 0.475 -1.439 0.937 0.610 0.780 0.189 0.079
H -2.341 1.403 0.644 0.161 -0.283 0.204 -0.152
```
Positions in Å, forces in eV/Å.

The HOMO energy (alpha / beta) comes out at -9.1 / -9.1 eV. The calculation puts the orbital gap (alpha / beta) at 0.2457 / 0.2459 hartree. The calculation puts the LUMO energy (alpha / beta) at -2.407 / -2.408 eV. The energy relative to the best compared isomer or geometry (same formula, charge and spin) comes out at 74.8 kcal/mol.



Record 3
Here is 4 unconnected molecules or ions with the total composition C2H12O4 at a distorted geometry from the OMol25 dataset. Energies are from ωB97M-V/def2-TZVPD.

Structure (XYZ):
```
18
Properties=species:S:1:pos:R:3:forces:R:3:lowdin_charge:R:1
C -1.613 -0.799 -0.410 1.538 -0.989 -0.249 -0.077
O -0.370 -0.720 0.517 -2.783 0.255 -1.899 0.223
C -2.878 -0.626 0.440 -0.713 -0.184 -1.472 0.001
H -1.532 -1.754 -0.956 -0.006 0.265 0.717 0.145
H -1.509 0.003 -1.142 0.311 0.561 0.285 0.147
H -0.360 0.267 0.656 0.719 0.954 0.323 0.116
H -3.767 -0.486 -0.251 1.294 0.234 0.541 0.143
H -2.776 0.178 1.130 -0.204 0.659 0.539 0.086
H -3.052 -1.560 0.901 -0.122 -0.842 0.984 0.080
H 1.625 -1.304 0.286 2.679 -0.461 0.750 0.054
H 3.021 -1.598 1.177 -1.100 0.378 -1.100 0.099
O 2.639 -1.271 0.320 -1.467 -0.070 0.381 -0.076
H 3.086 1.140 -1.756 0.571 -0.280 -2.059 0.029
H 2.885 0.415 -0.434 0.335 -0.172 0.009 0.001
O 2.875 1.282 -0.866 -1.040 0.503 2.155 -0.025
H 0.424 2.758 0.677 -0.724 0.320 0.399 0.079
H 1.095 1.970 -0.291 1.716 -0.769 -1.349 -0.006
O 0.206 2.106 0.002 -1.003 -0.362 1.045 -0.020
```
Positions in Å, forces in eV/Å.

As for the spin multiplicity: 2. The HOMO energy (alpha / beta) comes out at -14.9 / -14.9 eV. The calculation puts the orbital gap (alpha / beta) at 0.4227 / 0.1696 hartree. The calculation puts the LUMO energy (alpha / beta) at -3.375 / -10.255 eV. Its total charge is +1. The energy relative to the best compared isomer or geometry (same formula, charge and spin) comes out at 13.7 kcal/mol. As for the expectation value of S²: 0.755.



Record 4
Here is 2 unconnected molecules or ions with the total composition C2HNOS at a distorted geometry from the OMol25 dataset. Energies are from ωB97M-V/def2-TZVPD.

Structure (XYZ):
```
6
Properties=species:S:1:pos:R:3:forces:R:3:lowdin_charge:R:1
C 0.452 -0.486 -1.288 -1.544 1.022 -0.266 -0.425
C -2.187 0.872 -2.209 -0.777 0.209 -1.838 -0.587
N -0.513 0.102 -0.909 -0.483 0.243 2.269 0.098
O 1.186 -1.178 -1.799 2.956 -2.235 -1.081 0.200
S -3.404 1.413 -1.481 -0.633 0.201 0.556 0.697
H -0.679 1.077 -0.930 0.481 0.561 0.360 0.016
```
Positions in Å, forces in eV/Å.

The HOMO energy comes out at -9.9 eV. The calculation puts the orbital gap at 0.3573 hartree. The calculation puts the LUMO energy at -0.228 eV. The energy relative to the best compared isomer or geometry (same formula, charge and spin) comes out at 59.8 kcal/mol.



Record 5
Here is C9H10N2O in the gas phase at a distorted geometry from the OMol25 dataset. Energies are from ωB97M-V/def2-TZVPD.

Structure (XYZ):
```
22
Properties=species:S:1:pos:R:3:forces:R:3:lowdin_charge:R:1
N 0.474 0.914 -2.473 -0.249 -0.791 2.822 0.033
O 1.023 -0.676 -0.812 -0.694 0.463 0.501 0.131
C 0.366 0.437 -1.255 -0.024 2.082 -4.219 -0.349
C 0.258 -1.932 2.615 -0.027 0.923 -1.329 -0.082
C -0.602 -0.899 3.006 -0.049 -0.078 -0.018 -0.099
C 0.805 -1.926 1.307 -0.560 0.992 0.492 0.016
C -0.960 0.098 2.098 0.450 0.897 -0.982 -0.011
C 0.502 -0.874 0.439 0.576 -1.746 2.024 -0.198
C -0.363 0.131 0.814 -0.595 -0.742 1.433 -0.166
N -0.441 0.995 -0.255 0.046 -0.376 -0.307 -0.016
C 1.461 0.276 -3.351 -0.041 0.222 0.315 -0.145
C -1.543 1.917 -0.469 0.217 0.396 -1.589 -0.015
H 0.538 -2.709 3.292 0.070 -0.322 0.297 0.090
H -0.995 -0.840 4.033 0.177 -0.176 -0.637 0.108
H 1.490 -2.679 1.004 0.427 -0.568 -0.221 0.104
H -1.601 0.940 2.367 0.089 -0.421 0.150 0.104
H 1.157 -0.745 -3.618 0.151 0.102 0.033 0.072
H 2.449 0.239 -2.841 -0.422 -0.055 -0.525 0.080
H 1.528 0.871 -4.281 0.074 -0.326 0.549 0.070
H -1.165 2.899 -0.840 -0.310 -0.736 0.391 0.103
H -2.109 2.029 0.436 0.070 0.179 0.590 0.067
H -2.270 1.533 -1.219 0.624 0.080 0.231 0.103
```
Positions in Å, forces in eV/Å.

The HOMO energy comes out at -7.8 eV. The calculation puts the orbital gap at 0.3194 hartree. The calculation puts the LUMO energy at 0.866 eV. The SMILES is C/N=c1\oc2ccccc2n1C. The energy relative to the best compared isomer or geometry (same formula, charge and spin) comes out at 35.8 kcal/mol.



Record 6
Here is a molecular structure, C23H15F3N4O6S6V at a distorted geometry from the OMol25 dataset. Energies are from ωB97M-V/def2-TZVPD.

Structure (XYZ):
```
58
Properties=species:S:1:pos:R:3:forces:R:3:lowdin_charge:R:1
V -0.346 -0.913 -0.989 -0.673 0.806 -1.039 0.666
N -1.773 -3.717 -4.070 -0.005 0.022 -0.014 0.059
C -1.686 -3.033 -2.876 -0.020 -0.050 -0.015 -0.867
S -2.105 -1.355 -2.842 0.291 -0.021 0.260 0.664
N -1.327 -3.726 -1.831 -0.049 0.128 0.041 0.008
N -1.174 -2.875 -0.770 0.419 -0.130 0.032 -0.129
C -1.318 -3.300 0.421 -0.012 -0.057 0.116 -0.053
C -1.175 -2.263 1.427 0.026 -0.014 -0.010 -0.292
C -1.512 -2.433 2.729 0.008 0.063 -0.015 -0.041
C -1.483 -1.272 3.594 -0.001 -0.073 0.004 -0.101
C -1.151 -0.072 3.110 -0.045 0.111 0.048 -0.046
C -0.729 0.133 1.684 0.047 -0.109 0.002 -0.262
N -0.773 -1.085 0.880 0.175 -0.068 0.034 -0.073
H -1.715 -3.101 -4.865 0.020 0.003 0.007 0.066
H -1.114 -4.483 -4.111 -0.040 -0.023 0.007 0.084
H -1.569 -4.332 0.644 -0.054 0.014 -0.006 0.128
H -1.819 -3.403 3.094 0.004 -0.015 -0.026 0.090
H -1.729 -1.385 4.644 -0.004 0.007 0.001 0.089
H -1.108 0.791 3.765 -0.018 0.000 -0.022 0.104
H 0.315 0.491 1.713 0.029 -0.052 0.019 0.145
O 2.983 -0.630 1.497 0.056 0.078 0.075 -0.315
S 2.395 -1.152 0.288 -0.297 -0.100 -0.259 0.512
O 1.744 -2.440 0.381 0.169 -0.029 0.170 -0.294
O 1.497 -0.136 -0.358 -0.062 -0.331 0.209 -0.444
C 3.756 -1.418 -0.848 -0.049 -0.044 -0.005 -0.205
C 5.024 -1.204 -0.317 0.111 -0.007 0.014 -0.069
C 6.164 -1.534 -1.029 -0.048 0.009 0.014 -0.095
C 6.038 -2.104 -2.286 -0.044 -0.018 -0.030 -0.092
C 4.779 -2.303 -2.825 0.070 0.000 -0.051 -0.073
C 3.623 -1.953 -2.131 0.007 0.125 0.018 -0.194
S 2.145 -2.136 -3.160 0.020 -0.031 0.000 0.454
O 2.341 -1.120 -4.164 0.010 -0.025 -0.038 -0.316
O 2.200 -3.502 -3.634 -0.004 -0.032 0.010 -0.321
O 0.959 -1.906 -2.324 -0.122 -0.008 0.312 -0.467
H 5.092 -0.789 0.679 -0.022 -0.002 -0.005 0.100
H 7.142 -1.357 -0.598 -0.001 -0.001 0.006 0.092
H 6.916 -2.387 -2.855 0.003 0.005 0.001 0.093
H 4.669 -2.731 -3.813 -0.011 0.015 -0.005 0.109
S -1.365 3.080 -4.058 0.095 0.028 0.140 0.377
C -1.109 1.976 -2.827 -0.247 -0.106 -0.301 -1.658
S 0.191 0.909 -2.714 0.133 -0.022 0.183 0.666
S -2.347 1.846 -1.604 0.029 0.060 0.062 0.795
F -4.124 6.759 2.377 -0.003 0.001 -0.007 0.122
C -3.189 6.142 3.139 -0.006 0.002 0.007 -0.575
F -3.745 6.003 4.363 -0.002 -0.003 0.006 0.112
F -2.182 7.032 3.276 0.010 0.000 -0.005 0.118
C -2.735 4.843 2.559 0.016 0.030 -0.018 -0.147
C -1.758 4.836 1.569 -0.008 -0.015 0.006 -0.006
C -1.359 3.639 1.004 -0.009 -0.029 0.021 -0.008
C -1.929 2.428 1.410 0.045 0.022 -0.005 -0.189
C -2.910 2.457 2.401 -0.032 0.018 0.003 -0.018
C -3.316 3.653 2.972 0.002 -0.010 -0.006 -0.018
C -1.463 1.150 0.824 -0.066 0.012 0.028 -0.245
C -1.490 0.806 -0.472 0.171 -0.134 0.026 -0.513
H -1.306 5.764 1.242 -0.008 0.010 0.010 0.119
H -0.602 3.623 0.230 -0.003 -0.008 -0.002 0.127
H -3.363 1.527 2.720 0.000 0.002 -0.008 0.117
H -4.079 3.661 3.738 -0.001 -0.003 -0.001 0.112
```
Positions in Å, forces in eV/Å.

As for the spin multiplicity: 2. The HOMO energy (alpha / beta) comes out at -2.3 / -2.4 eV. The calculation puts the orbital gap (alpha / beta) at 0.2308 / 0.2422 hartree. The calculation puts the LUMO energy (alpha / beta) at 3.979 / 4.223 eV. Its total charge is -2. The energy relative to the best compared isomer or geometry (same formula, charge and spin) comes out at 0.0 kcal/mol. As for the expectation value of S²: 0.843.



Record 7
Here is 2 unconnected molecules or ions with the total composition CH3FP2 at a distorted geometry from the OMol25 dataset. Energies are from ωB97M-V/def2-TZVPD.

Structure (XYZ):
```
7
Properties=species:S:1:pos:R:3:forces:R:3:lowdin_charge:R:1
C 0.321 0.732 1.021 0.788 -0.800 -0.967 -0.661
F 1.279 0.552 1.870 0.004 -0.100 0.847 -0.043
P -0.144 2.112 0.247 -0.240 0.212 -0.257 0.760
P 0.290 -1.909 -0.519 -1.177 1.176 0.235 0.554
H -0.778 1.302 -0.720 -0.397 0.206 -0.017 -0.166
H -1.036 -1.447 -0.064 0.890 -0.559 -0.407 -0.214
H 0.068 -1.344 -1.834 0.132 -0.136 0.565 -0.231
```
Positions in Å, forces in eV/Å.

The HOMO energy (alpha / beta) comes out at -9.0 / -8.9 eV. The calculation puts the orbital gap (alpha / beta) at 0.2869 / 0.2909 hartree. The calculation puts the LUMO energy (alpha / beta) at -1.230 / -0.953 eV. The energy relative to the best compared isomer or geometry (same formula, charge and spin) comes out at 92.0 kcal/mol.



Record 8
Here is a gas-phase ion, NO4P (charge -2) at a distorted geometry from the OMol25 dataset. Energies are from ωB97M-V/def2-TZVPD.

Structure (XYZ):
```
6
Properties=species:S:1:pos:R:3:forces:R:3:lowdin_charge:R:1
N -1.173 0.441 -0.035 -2.655 -0.131 -1.046 -0.174
O 1.157 0.264 -1.182 -0.427 0.027 -0.021 -0.510
O 0.500 -1.518 0.521 -0.166 0.531 0.555 -0.507
O -2.018 -0.169 -0.733 1.843 0.692 1.146 -0.222
O 0.987 1.014 1.243 -0.787 -1.488 -0.532 -0.548
P 0.548 -0.033 0.186 2.192 0.369 -0.102 -0.039
```
Positions in Å, forces in eV/Å.

The HOMO energy (alpha / beta) comes out at 0.8 / 0.8 eV. The calculation puts the orbital gap (alpha / beta) at 0.2491 / 0.2493 hartree. The calculation puts the LUMO energy (alpha / beta) at 7.594 / 7.595 eV. The SMILES is O=NP(=O)([O-])[O-]. Its total charge is -2. The energy relative to the best compared isomer or geometry (same formula, charge and spin) comes out at 2.7 kcal/mol.